a | The following is a quantum chemistry calculation of a 2-piece molecular cluster, C4H7N3S overall, from OMol25.

```
15
Properties=species:S:1:pos:R:3:mulliken_charge:R:1
C -2.31 -0.27 0.82 -0.156
C -1.41 -1.36 1.32 -0.485
C 2.04 0.06 -0.12 -1.125
C 0.72 0.46 -0.59 0.002
N -1.63 0.44 0.00 -0.913
N -0.20 -1.09 0.90 -0.703
N -0.41 -0.10 0.00 1.292
S 0.69 2.11 -1.18 -0.128
H -3.30 0.10 0.90 0.419
H -1.55 -2.14 1.91 0.478
H 2.10 0.76 0.77 0.299
H 2.93 0.13 -0.65 0.391
H 1.98 -0.99 0.21 0.312
H 0.70 -0.15 -2.33 0.166
H -0.35 2.03 -1.97 0.152
```

Its highest occupied orbital energy (spin up / spin down) is -0.2972 / -0.2972 hartree. The spin multiplicity is 1. The orbital gap (spin up / spin down) is 7.94 / 7.94 eV.


b | The following is a quantum chemistry calculation of one molecule with the formula C4H7N3S, from OMol25.

```
15
Properties=species:S:1:pos:R:3:mulliken_charge:R:1
C 2.15 -0.38 0.72 -0.728
S 1.41 -0.43 -0.92 -0.046
N -0.24 -0.61 -0.50 -0.078
C -0.94 -1.79 -0.36 -0.006
N -2.16 -1.54 -0.05 -0.501
N -2.32 -0.18 0.01 -0.445
C -1.17 0.38 -0.26 0.797
C -0.89 1.83 -0.31 -1.056
H 1.97 -1.31 1.26 0.273
H 3.24 -0.29 0.55 0.310
H 1.82 0.47 1.30 0.241
H -0.45 -2.76 -0.51 0.399
H -0.15 2.10 0.44 0.255
H -0.47 2.13 -1.30 0.266
H -1.80 2.38 -0.07 0.318
```

Its highest occupied orbital energy is -0.3488 hartree. The spin multiplicity is 1. Its structure (SMILES) is CSn1cnnc1C. The orbital gap is 9.99 eV.


c | The following is a quantum chemistry calculation of one molecule with the formula C4H7N3S, from OMol25.

```
15
Properties=species:S:1:pos:R:3:mulliken_charge:R:1
N -2.06 -1.68 0.03 -0.506
N -1.83 -0.28 -0.16 -0.566
C -0.65 0.09 0.11 0.397
C 0.04 1.44 -0.11 -0.551
C 1.48 1.19 0.11 -0.005
C 1.62 -0.23 0.00 -0.152
S 2.90 -1.28 -0.06 -0.357
N 0.41 -0.85 0.05 -0.093
H -2.65 -1.74 0.90 0.251
H -2.71 -1.89 -0.72 0.259
H -0.40 2.33 0.54 0.286
H -0.37 1.73 -1.12 0.235
H 1.85 1.47 1.15 0.259
H 2.15 1.51 -0.81 0.221
H 0.23 -1.82 0.10 0.320
```

Its highest occupied orbital energy is -0.3069 hartree. The spin multiplicity is 1. Its structure (SMILES) is N/N=C1/CCC(=S)N1. The orbital gap is 8.67 eV.


Most stable one: b, least stable one: a.


a | The following is a quantum chemistry calculation of one molecule with the formula C3H5N3, from OMol25.

```
11
Properties=species:S:1:pos:R:3:mulliken_charge:R:1
N -0.36 -1.74 0.70 -0.796
N -0.15 -0.55 0.00 0.781
C 0.89 0.23 0.35 -0.019
C 0.70 1.50 -0.05 -0.666
C -0.34 1.21 -1.06 -0.240
N -1.08 0.05 -0.69 -0.748
H -1.07 -1.65 1.58 0.272
H -0.90 -2.62 0.02 0.309
H 1.56 -0.51 0.81 0.437
H 1.61 2.20 0.03 0.260
H -0.86 1.90 -1.68 0.410
```

Its highest occupied orbital energy is -0.3288 hartree. The spin multiplicity is 1. Its structure (SMILES) is Nn1cccn1. The orbital gap is 9.85 eV.


b | The following is a quantum chemistry calculation of one molecule with the formula C3H5N3, from OMol25.

```
11
Properties=species:S:1:pos:R:3:mulliken_charge:R:1
C -2.18 -0.26 0.11 -0.666
C 0.09 0.32 0.43 0.619
C 1.29 0.70 0.02 -0.688
N 2.32 -0.28 -0.29 0.242
N 2.20 -1.49 -0.27 -0.662
N -0.98 0.01 0.90 -0.303
H -1.95 -0.82 -0.80 0.288
H -2.64 0.70 -0.16 0.296
H -2.89 -0.83 0.72 0.244
H 1.54 1.75 -0.11 0.365
H 3.21 0.20 -0.55 0.262
```

Its highest occupied orbital energy is -0.2955 hartree. The spin multiplicity is 1. The orbital gap is 8.73 eV.


Most stable one: a, least stable one: b.


a | The following is a quantum chemistry calculation of one molecule with the formula C3H5N3, from OMol25.

```
11
Properties=species:S:1:pos:R:3:mulliken_charge:R:1
N -1.83 -0.34 -0.20 -0.461
C -0.48 -0.03 -0.13 0.355
C 0.11 1.16 0.29 -0.180
N 1.40 1.29 -0.01 -0.632
N 1.76 0.01 -0.18 0.147
C 0.67 -0.80 -0.12 -0.540
H -2.49 0.15 0.38 0.184
H -2.18 -1.14 -0.69 0.190
H -0.29 1.76 1.09 0.319
H 2.61 -0.25 -0.67 0.240
H 0.73 -1.81 0.22 0.379
```

Its highest occupied orbital energy is -0.2968 hartree. The spin multiplicity is 1. Its structure (SMILES) is Nc1cn[nH]c1. The orbital gap is 9.13 eV.


b | The following is a quantum chemistry calculation of one molecule with the formula C3H5N3, from OMol25.

```
11
Properties=species:S:1:pos:R:3:mulliken_charge:R:1
H -0.98 0.28 -2.72 0.243
N -0.74 -0.07 -1.78 -0.512
N -0.15 0.86 -1.21 -0.037
C 0.27 0.57 0.15 0.056
N 0.84 1.69 0.75 -0.529
C 0.01 -0.62 0.65 0.380
C -0.50 -1.82 0.79 -0.549
H 1.39 1.50 1.57 0.234
H 1.33 2.27 0.08 0.255
H 0.06 -2.72 0.55 0.228
H -1.52 -1.94 1.14 0.231
```

Its highest occupied orbital energy is -0.3064 hartree. The spin multiplicity is 1. Its structure (SMILES) is [H]/N=N/C(N)=C=C. The orbital gap is 8.76 eV.


c | The following is a quantum chemistry calculation of one molecule with the formula C3H5N3, from OMol25.

```
11
Properties=species:S:1:pos:R:3:mulliken_charge:R:1
C 0.97 1.23 0.32 -0.740
N 0.06 0.13 0.05 -0.217
C 0.39 -1.12 0.17 0.083
N -0.52 -2.07 -0.16 -0.627
N -1.61 -1.45 -0.57 0.022
C -1.72 -0.25 -0.76 -0.033
H 0.92 1.92 -0.52 0.270
H 2.00 0.90 0.43 0.288
H 0.69 1.77 1.22 0.266
H 1.37 -1.48 0.51 0.361
H -2.55 0.43 -0.70 0.327
```

Its highest occupied orbital energy is -0.3299 hartree. The spin multiplicity is 1. The orbital gap is 9.81 eV.


d | The following is a quantum chemistry calculation of one molecule with the formula C3H5N3, from OMol25.

```
11
Properties=species:S:1:pos:R:3:mulliken_charge:R:1
H 1.83 2.22 0.10 0.273
N 1.66 1.19 0.00 -0.590
C 0.41 1.10 -0.10 -0.033
N -0.36 -0.08 -0.13 -0.031
C 0.20 -1.37 0.00 -0.882
C -1.60 0.10 0.10 0.467
N -2.72 0.21 0.20 -0.452
H -0.39 1.85 -0.21 0.311
H 0.94 -1.42 0.78 0.323
H -0.65 -2.12 0.21 0.342
H 0.69 -1.69 -0.95 0.272
```

Its highest occupied orbital energy is -0.3612 hartree. The spin multiplicity is 1. Its structure (SMILES) is [H]/N=C/N(C)C#N. The orbital gap is 10.55 eV.


Most stable one: d, least stable one: b.